8
Properties=species:S:1:pos:R:3:forces:R:3:nbo_charge:R:1 method="wB97M-V/def2-TZVPD" de_lowest_kj_mol=135.9 e_homo_ev=-9.58
N 0.81400 0.72547 0.90365 -2.9 -0.6 -0.9 -0.61
C 0.26317 0.73003 -0.20356 1.2 0.0 3.5 0.36
C -0.44080 0.26641 -1.14281 -1.7 -0.4 -3.5 -0.44
Br -1.79741 1.33259 -2.10211 1.1 -1.1 0.9 0.06
H 1.62299 1.23079 0.93147 3.0 1.6 0.3 0.37
H -0.03805 -0.68498 -1.52583 -0.8 0.5 -0.3 0.27
Br -0.20304 -2.51519 1.44729 -0.1 0.5 0.1 -0.24
H -0.22087 -1.08512 1.69190 0.1 -0.6 -0.1 0.23

8
Properties=species:S:1:pos:R:3:forces:R:3:nbo_charge:R:1 method="wB97M-V/def2-TZVPD" de_lowest_kj_mol=54.2 e_homo_ev=-10.17
H -0.12667 -1.08091 1.86243 -0.6 0.7 -0.1 0.35
N -0.41623 -0.27082 1.27574 -0.1 -3.3 -5.4 -0.58
C -0.60154 -0.80164 0.02141 2.0 0.2 6.4 0.20
Br -0.55169 -2.76920 -0.27237 0.0 1.2 0.1 0.00
C -0.73179 0.01645 -1.15750 -1.0 0.7 -2.8 -0.53
Br -2.53027 0.80787 -0.87253 0.3 0.3 -0.5 0.03
H -0.79174 -0.48033 -2.18871 0.1 0.3 1.9 0.26
H 0.04399 0.79337 -1.25833 -0.6 -0.1 0.5 0.26

10
Properties=species:S:1:pos:R:3:forces:R:3:nbo_charge:R:1 method="wB97M-V/def2-TZVPD" de_lowest_kj_mol=318.6 e_homo_ev=-9.81
Br 2.47934 -0.70001 0.31309 0.1 0.4 0.0 0.00
C 0.73244 -0.54314 -0.58032 0.0 -2.6 -0.9 -0.02
N 0.58079 0.74858 -1.20907 2.3 -0.6 -1.4 -0.14
N -0.11994 1.44322 -0.52858 -2.1 2.7 -0.4 -0.09
C -0.66033 0.74980 0.58174 -3.2 -0.1 0.7 -0.17
N -0.28991 -0.64139 0.41014 -1.0 -0.9 0.3 -0.50
Br -1.71375 -1.89159 0.07024 0.7 0.8 -0.1 0.19
H 0.81978 -1.36954 -1.33458 -0.6 0.8 0.8 0.25
H -0.08004 1.10312 1.35106 1.5 0.9 2.4 0.23
H -1.74839 1.10096 0.92629 2.1 -1.4 -1.4 0.25

9
Properties=species:S:1:pos:R:3:forces:R:3:nbo_charge:R:1 method="wB97M-V/def2-TZVPD" spin_multiplicity=3 s_squared=2.005 e_homo_ev="-7.40 / -10.32"
C 0.48464 -0.81870 2.22910 1.4 -0.3 -4.7 -0.81
C -0.33086 0.59019 -1.60000 0.0 -0.4 -0.4 -0.50
S -0.74143 0.22178 2.37697 -1.2 1.0 0.1 0.35
Br 0.26297 2.39220 -1.39678 0.0 0.1 0.3 0.11
Br -2.14513 0.55164 -2.32164 0.4 -0.1 0.6 0.09
Br 0.83811 -0.39190 -2.76539 0.3 -0.1 -0.4 0.08
H 0.94790 -1.16250 1.20553 -1.2 1.0 1.7 0.24
H 0.86909 -1.39417 2.95749 1.0 -1.7 2.9 0.22
H -0.18530 0.01146 -0.68527 -0.8 0.6 0.0 0.22

9
Properties=species:S:1:pos:R:3:forces:R:3:nbo_charge:R:1 method="wB97M-V/def2-TZVPD" de_lowest_kj_mol=0.0 e_homo_ev=-10.56
O -0.35811 0.20704 1.57015 -1.8 0.6 -1.5 -0.68
C -0.45014 0.14524 0.16968 0.3 0.9 0.5 0.30
Cl -2.02930 -0.65679 -0.29861 0.9 0.4 0.0 -0.04
Cl -0.52123 1.97151 -0.38333 -0.1 -1.5 0.0 -0.11
C 0.74148 -0.54895 -0.60894 -0.8 -0.6 1.4 -0.51
Br 2.45636 0.22094 -0.14094 -0.3 -0.2 0.0 0.05
H -1.19955 0.73578 1.82898 2.1 -1.3 -0.3 0.50
H 0.58018 -0.40594 -1.65381 -0.1 0.5 -0.6 0.24
H 0.78029 -1.66882 -0.48318 -0.2 1.3 0.5 0.25

9
Properties=species:S:1:pos:R:3:forces:R:3:nbo_charge:R:1 method="wB97M-V/def2-TZVPD" spin_multiplicity=3 de_lowest_kj_mol=35.7 s_squared=2.009 e_homo_ev="-5.06 / -10.06"
C 0.19836 -0.63671 -0.51747 -0.9 -1.2 0.3 0.72
C -1.09193 0.57170 0.35872 -1.5 -2.4 -0.2 -0.47
N 1.46575 -0.36941 -0.24674 1.0 1.3 1.7 -0.81
O -0.28180 -1.50107 -1.17555 0.4 0.5 0.0 -0.42
Cl -2.43363 0.52581 -0.72336 -0.5 0.0 -0.3 0.03
Br -0.31562 2.36224 0.77147 1.3 2.7 0.8 -0.10
H -1.37858 -0.05080 1.25348 0.8 0.2 -0.6 0.21
H 1.74996 0.24189 0.54340 -1.1 -0.1 -1.1 0.43
H 2.08749 -1.14365 -0.26395 0.5 -1.0 -0.7 0.40

10
Properties=species:S:1:pos:R:3:forces:R:3:nbo_charge:R:1 method="wB97M-V/def2-TZVPD" spin_multiplicity=3 de_lowest_kj_mol=163.7 s_squared=2.004 e_homo_ev="-4.78 / -11.16"
C -0.09424 1.64002 -0.54060 -0.2 0.3 0.0 0.40
C -0.24163 0.61625 0.49318 -4.2 1.9 -2.4 0.19
O -0.17007 0.28825 -0.83220 -0.2 -0.4 -1.8 -0.47
O 0.25223 -2.26489 0.14616 0.1 0.1 0.3 -0.95
F 1.11184 2.20562 -0.71842 0.3 0.2 -0.2 -0.33
F -1.44264 0.46121 1.06886 -1.1 -0.1 0.0 -0.34
Br 1.17121 0.16328 1.66309 5.4 -1.9 4.4 0.36
H -0.89535 2.28934 -0.87474 -0.1 -0.1 0.0 0.17
H -0.09646 -2.20649 -0.74657 0.0 0.0 -0.1 0.49
H 0.40511 -3.19260 0.34125 0.0 0.0 -0.1 0.48

9
Properties=species:S:1:pos:R:3:forces:R:3:nbo_charge:R:1 method="wB97M-V/def2-TZVPD" de_lowest_kj_mol=489.7 e_homo_ev="-6.62 / -6.43"
C 1.70506 -0.16693 0.13950 -1.4 -1.8 -0.1 -0.45
C -1.40236 0.93063 -0.29847 3.3 -1.2 0.4 0.35
F -1.56506 1.45345 0.91321 -0.7 1.6 0.6 -0.35
F -1.86033 1.65142 -1.28172 -1.2 1.1 -0.4 -0.33
S 1.67207 -1.82048 -0.13318 -1.5 0.6 0.5 0.23
Br -2.16577 -0.78186 -0.16873 -1.0 -1.7 -0.3 -0.06
H 0.81637 0.40535 0.21135 -1.4 0.4 -0.4 0.22
H 2.52510 0.29324 0.54081 2.5 0.9 0.4 0.20
H 0.27492 -1.96480 0.07724 1.3 0.2 -0.6 0.18